This record from OMol25 describes a structure of composition CH2LaO4. The level of theory is ωB97M-V/def2-TZVPD.

Net charge: +2
Orbital gap (alpha / beta), eV: 9.74 / 8.46
Energy, hartree: -371.162859
Spin multiplicity: 2

Last column: Löwdin spin population.
CARTESIAN COORDINATES (ANGSTROEM)
H -0.1997 3.6288 0.7452  0.000
C 0.5987 -1.5569 -0.5315  0.045
H -0.8760 -1.2773 -1.6684  0.003
O 0.1562 -1.0745 0.5149  0.073
O -0.8062 3.0756 1.2356  0.001
O 1.8355 -1.9237 -0.5269  0.855
O -0.0580 -1.7993 -1.6069  0.022
La -0.6505 0.9274 1.8380  0.001



This record from OMol25 describes a structure of composition CH2LiOPr. The level of theory is ωB97M-V/def2-TZVPD.

Net charge: +2
Orbital gap (alpha / beta), eV: 4.73 / 6.85
Energy, hartree: -638.291653
Spin multiplicity: 3

Last column: Löwdin spin population.
CARTESIAN COORDINATES (ANGSTROEM)
C -0.0819 -0.2871 1.0276  -0.090
O -0.0463 -0.6731 -0.2008  -0.055
Pr 0.2848 0.6480 -2.3177  2.476
H 0.3337 2.1053 -0.5719  -0.305
Li -1.2410 -2.2249 0.8236  -0.006
H 0.7507 0.4318 1.2392  -0.019



This record from OMol25 describes a structure of composition CH2LiOPt. The level of theory is ωB97M-V/def2-TZVPD.

Net charge: +1
Orbital gap (alpha / beta), eV: 7.64 / 7.30
Energy, hartree: -240.893808
Spin multiplicity: 3

Last column: Löwdin spin population.
CARTESIAN COORDINATES (ANGSTROEM)
Pt -2.7873 0.1304 0.2146  0.914
H -1.2290 -1.6751 1.1870  0.058
H -0.9240 -0.5695 -0.3019  0.038
O -1.5919 0.2926 1.6186  0.433
C -0.7378 -0.6763 1.1321  0.514
Li -0.0982 0.4275 2.3203  0.043



This record from OMol25 describes a cluster of 2 separate species, CH2N2 in total. The level of theory is ωB97M-V/def2-TZVPD.

Net charge: 0
Orbital gap (alpha / beta), eV: 10.39 / 8.12
Energy, hartree: -148.601226
Spin multiplicity: 1

Last column: Löwdin charge in e.
CARTESIAN COORDINATES (ANGSTROEM)
H -1.4349 0.0636 -0.8413  -0.026
H -1.4309 0.1871 0.8093  -0.028
N -1.3287 -0.4545 0.0272  0.114
N 2.6571 0.1901 -0.0199  0.005
C 1.5374 0.0137 0.0247  -0.065



This record from OMol25 describes an isolated molecule of CH2N2O. The level of theory is ωB97M-V/def2-TZVPD.

Net charge: 0
Orbital gap, eV: 10.41
Energy, hartree: -223.849951
Spin multiplicity: 1

Last column: Löwdin charge in e.
CARTESIAN COORDINATES (ANGSTROEM)
O 1.1059 -1.2375 -0.0547  -0.104
N 0.5475 -0.1149 -0.0620  -0.219
N -0.9930 0.0644 0.0529  -0.047
H 0.6902 0.4329 0.8927  0.201
C -2.1584 0.2174 -0.1033  -0.010
H 0.8077 0.6377 -0.7256  0.179



This record from OMol25 describes a cluster of 2 separate species, CH2N2O in total. The level of theory is ωB97M-V/def2-TZVPD.

Net charge: 0
Orbital gap, eV: 9.45
Energy, hartree: -223.955215
Spin multiplicity: 1

Last column: Löwdin charge in e.
CARTESIAN COORDINATES (ANGSTROEM)
C -0.0967 0.6409 0.0176  -0.072
H 0.8911 -0.9710 -0.0945  -0.029
O -0.0080 -0.6120 0.0084  -0.080
H -1.2514 0.7995 -0.1837  0.042
N 2.3433 -0.5470 -0.0195  0.023
N 2.6121 0.5370 0.0446  0.115



This record from OMol25 describes a cluster of 2 separate species, CH2N2O in total. The level of theory is ωB97M-V/def2-TZVPD.

Net charge: 0
Orbital gap (alpha / beta), eV: 10.21 / 9.47
Energy, hartree: -223.731377
Spin multiplicity: 3

Last column: Löwdin spin population.
CARTESIAN COORDINATES (ANGSTROEM)
O -3.2064 0.0053 -0.2813  1.661
H -0.3663 -1.0252 -0.7826  -0.001
N -0.1991 -0.9603 0.2846  0.062
H 0.0055 1.2620 0.5221  -0.001
C -1.4072 -0.2610 0.6615  0.245
N -0.3282 0.4172 0.8607  0.032



This record from OMol25 describes a cluster of 2 separate species, CH2N2O2 in total. The level of theory is ωB97M-V/def2-TZVPD.

Net charge: 0
Orbital gap (alpha / beta), eV: 8.20 / 9.12
Energy, hartree: -299.006788
Spin multiplicity: 1

Last column: Löwdin charge in e.
CARTESIAN COORDINATES (ANGSTROEM)
O -0.3556 -1.4200 0.0326  0.031
C -2.1787 0.2881 -0.0233  -0.594
N -1.4233 -0.8322 -0.6130  -0.053
H -1.2249 1.6962 0.8735  0.217
H 0.1530 -1.7783 -0.6834  0.094
O -3.1386 0.3173 0.6496  0.132
N -1.2755 0.4631 -0.9544  0.174